# C3H3N3

One molecule with the formula C3H3N3 (ωB97M-V/def2-TZVPD, OMol25).

CARTESIAN COORDINATES (ANGSTROEM)
C1 -0.7061 -0.5888 -0.0230
C2 -1.9903 -0.4840 -0.0056
C3 -0.2507 0.9445 -0.0485
N1 1.1916 0.7596 -0.0139
N2 1.5541 -0.4105 -0.0023
N3 0.5312 -1.2779 -0.1339
H1 -0.4202 1.5693 -0.8655
H2 -0.4467 1.6478 0.7100
H3 0.5369 -2.1600 0.3828

Computed properties:
E: -7623.603 eV
highest occupied orbital energy: -9.4 eV
ΔE to the lowest compared entry with this formula, charge and spin: 573.75 kJ/mol
spin multiplicity: 1
total charge: 0